Molecular formula: C20H26N2O3S
Method: DFT, ωB97M-V/def2-TZVPD

Last column: Mulliken charge in e.
Geometry (Å):
C 2.86 -3.72 -0.44  -0.9927
O 1.96 -3.22 0.38  -0.3711
C 1.85 -1.96 0.69  -0.3775
C 2.70 -0.95 0.06  -1.0081
C 2.22 0.27 0.42  0.1830
C 1.22 0.58 1.48  0.0234
N 0.92 1.91 1.72  -0.1207
C 0.70 3.11 0.97  0.3386
O 0.28 4.07 1.40  -0.4749
N 0.79 2.92 -0.66  0.1017
C 0.29 3.68 -1.53  -1.4561
C -1.48 3.42 -1.64  0.8255
C -2.01 4.45 -1.11  -1.7625
C -1.79 1.99 -1.26  -1.5269
S -0.68 0.84 -2.42  -0.2408
C -1.09 -0.66 -1.58  0.8657
C -1.82 -0.88 -0.40  -0.0048
C -1.99 -2.16 0.14  -1.3266
C -1.43 -3.22 -0.55  0.9208
C -1.49 -4.49 0.38  -1.6170
C -0.31 -2.97 -1.58  -1.0628
C -0.54 -1.78 -1.92  -0.1416
C 0.71 -0.39 1.89  0.8843
O -0.39 -0.06 2.76  -0.4117
C -0.88 -1.05 3.56  -1.3277
C 0.97 -1.75 1.61  0.0037
H 2.90 -4.70 -0.50  0.3662
H 3.96 -3.41 -0.30  0.3117
H 2.69 -3.37 -1.54  0.3360
H 3.15 -1.38 -0.77  0.4942
H 2.80 1.11 -0.33  0.1551
H 0.72 2.26 2.71  0.2674
H 0.78 1.83 -0.80  -0.2196
H 0.21 4.60 -1.14  0.7728
H 0.63 3.53 -2.50  0.5053
H -1.53 3.78 -2.65  0.3787
H -1.83 4.48 0.16  0.1534
H -1.86 5.53 -1.02  0.4697
H -3.25 4.26 -1.07  0.2147
H -2.84 1.96 -1.50  0.4533
H -1.54 1.85 -0.43  1.0945
H -2.49 0.09 -0.07  0.0207
H -2.66 -2.39 0.82  0.9522
H -1.83 -5.50 -0.43  0.2724
H -0.41 -4.92 0.75  0.1482
H -2.09 -4.62 1.14  0.6229
H -0.01 -3.98 -1.92  0.5741
H 0.32 -1.63 -2.91  -0.0496
H -1.40 -0.33 4.45  0.1992
H -0.30 -1.53 4.21  0.5351
H -1.42 -1.60 3.01  0.4942
H 0.44 -2.46 2.23  0.5541

For the HOMO-LUMO gap, the calculation gives 7.97 eV. Its SMILES is COc1ccc(NC(=O)NC[C@H](C)CSc2ccc(C)cc2)c(OC)c1. The value obtained for the relative energy (zero: lowest compared OMol25 entry of this formula, charge and spin) is 19.805 eV. Its total charge is 0.